Record 1
Here is C11H32GdOP2Si as an isolated structure from the OMol25 dataset. Energies are from wB97M-V/def2-TZVPD.

The geometry in XYZ format:
```
48
Properties=species:S:1:pos:R:3:forces:R:3
H 0.6853 -0.6528 -4.5938 -0.3 -0.2 0.2
H -3.1765 -0.7739 1.9018 0.2 0.1 0.2
H 2.8110 -5.6604 0.7694 0.0 0.0 -0.3
C 0.4830 1.9423 -2.9772 0.3 0.0 -0.2
H 3.1565 -0.7507 -2.1771 -0.1 0.3 -0.3
H 0.5552 -1.9088 -3.2989 0.0 0.3 -0.2
H -1.2930 2.9096 1.7752 -0.2 -0.3 0.2
C -2.4319 -0.6753 2.7056 -0.3 -0.2 0.3
H -0.5353 -4.4481 1.1497 0.2 0.2 0.2
H 1.5611 -0.6382 0.4253 -0.9 0.0 1.4
H 3.8423 -2.2289 1.2097 -0.2 0.0 0.2
Gd -0.3891 0.3983 -0.2347 -0.6 0.0 -2.0
H 0.4982 -0.2441 3.8133 -0.2 0.2 0.1
H 2.2225 -2.0720 -1.3615 -0.6 -0.2 0.5
H -0.6155 2.0532 -3.0059 0.3 -0.2 -0.1
H 0.8850 1.7070 0.3241 0.3 0.7 0.5
H 0.5680 -4.5810 2.5403 -0.2 0.3 -0.2
C -1.2882 -1.8576 -0.3313 -1.9 -4.5 -0.6
H 2.5439 -1.6088 2.2726 0.2 -0.3 -0.1
Si 1.7028 -3.4232 0.6890 0.3 0.0 -0.6
C 2.4954 -4.9797 -0.0333 -0.1 0.1 0.4
H -2.4920 2.3894 3.0091 0.1 -0.1 -0.4
H 3.2694 -3.2048 2.5776 0.0 0.3 -0.2
H -2.9325 -0.3432 3.6273 0.1 -0.2 -0.3
C 0.2127 -3.9019 1.7455 0.0 -0.2 0.0
H 0.7491 1.4481 3.3713 -0.3 -0.1 0.0
P -1.1282 0.4819 2.2264 -0.5 0.8 2.1
H 0.7042 -2.9823 -1.5464 0.3 0.1 0.3
H 1.1320 -0.5860 1.1109 1.1 0.3 -0.9
H -0.8102 -0.8273 -3.5970 0.3 0.1 -0.1
H -0.5634 1.0245 4.5232 0.2 -0.1 -0.1
C 2.9462 -2.5100 1.7851 0.1 -0.3 0.2
C -0.0190 0.7056 3.6240 0.1 0.0 0.6
H 3.1089 0.4588 -3.5032 0.1 0.0 0.3
H 0.8672 2.7190 -2.2961 0.0 -0.3 -0.3
C 0.2900 -0.8863 -3.5944 0.1 -0.1 -0.3
C 1.3037 -2.3972 -0.8264 -1.0 0.2 -0.4
H -2.7796 2.0865 1.2660 0.1 -0.1 0.3
C -2.0085 2.1184 2.0566 0.1 -0.1 0.0
O -1.7740 -2.8916 -0.5833 1.6 3.2 0.7
H 0.8884 2.0979 -3.9889 -0.3 0.2 0.3
P 0.9897 0.2614 -2.3773 1.0 0.4 -1.1
H -1.9914 -1.6715 2.8531 -0.1 0.3 0.1
H 1.7737 -5.4927 -0.6863 0.2 0.1 0.2
H 3.1950 0.9605 -1.7626 -0.1 -0.1 -0.3
H 3.3698 -4.7043 -0.6421 -0.2 -0.1 0.2
C 2.7852 0.2336 -2.4788 0.4 0.1 -0.3
H -0.2870 -3.0474 2.2286 0.2 -0.2 -0.1
```
Forces are in eV/Å.

The net charge is +1. For the gap between HOMO and LUMO (spin up / spin down), the calculation gives 5.80 / 5.26 eV. Its HOMO energy (spin up / spin down) is -9.5 / -9.9 eV. The maximum force is 4.97 eV Å⁻¹. Its relative energy (zero: lowest compared OMol25 entry of this formula, charge and spin) is 199.85 kJ/mol. Its expectation value of S² is 16.12. The multiplicity is 8.

Results of the Löwdin charge analysis, in e, for atoms 1 through 6: 0.0647, 0.0535, 0.0312, -0.2774, 0.0312, 0.0329

=====

Record 2
Here is a 5-piece molecular cluster, C11H32N2O5 overall from the OMol25 dataset. Energies are from wB97M-V/def2-TZVPD.

The geometry in XYZ format:
```
50
Properties=species:S:1:pos:R:3:forces:R:3
C 3.7840 1.1129 0.7039 0.6 -0.6 -1.6
O 1.1998 0.9486 -0.9879 -0.5 0.6 0.7
H 3.7929 -2.4365 -1.9640 -0.3 -0.8 0.5
H -3.4160 0.2172 3.1899 0.2 1.1 -0.3
C 3.0797 0.2902 1.7453 6.2 2.8 5.5
H -4.1948 -1.3947 1.4133 0.4 -0.1 0.8
H -0.4150 1.3986 0.2002 -0.6 0.1 -0.2
O 3.1980 0.3453 -3.4433 -0.7 -6.2 3.1
H 3.7557 -0.4814 2.2194 0.9 1.3 -0.4
H -3.2767 -0.0679 0.8785 0.1 0.4 -0.6
C -3.1781 -0.9743 1.4574 0.5 0.9 -0.9
H -2.1027 -0.4694 -1.0785 0.1 0.8 -0.4
H 4.8317 -1.5805 -2.9240 -0.7 0.1 -0.1
H -2.2422 1.6607 -2.6612 -1.2 1.5 0.8
H 3.7409 0.5770 -0.2642 -0.8 0.5 0.1
N 3.8565 -1.8357 -2.7483 4.4 -1.1 -0.2
H -0.5956 -0.3776 2.0557 -0.6 0.4 0.7
H -0.9182 0.7734 -2.9250 0.3 -0.6 -0.2
N 1.7740 -1.2597 -2.5342 -5.1 1.6 3.7
O -2.4362 -1.5548 -2.6744 1.6 -7.6 -3.4
C 2.9649 -0.8895 -2.8470 2.3 7.7 -5.0
H -2.2329 0.6320 -4.0607 -0.3 -0.4 0.6
C -2.5319 -0.4334 -2.1052 -2.6 6.9 2.1
H -0.7079 0.1759 3.7489 -0.2 -0.3 0.5
O 2.1334 -0.4150 1.3298 -7.5 -5.6 -4.8
C -1.2484 0.1480 2.8084 -0.1 -0.9 -1.4
H 1.6946 -1.9531 -1.7697 0.2 0.2 -1.0
H -2.5078 -1.6522 0.8713 -0.2 0.4 0.8
H -4.3780 0.7220 -1.7279 -0.2 2.2 1.3
H -4.6410 -0.3049 -2.9021 0.6 -1.0 -0.2
H 3.2917 1.7178 3.4098 -0.8 -0.5 -0.4
C -2.6565 -0.5047 2.8581 -0.6 6.2 -6.7
H 4.8538 1.0411 0.7456 0.7 0.4 1.0
H 1.5825 1.5654 2.7842 0.5 0.0 -0.4
C -2.0062 0.6959 -2.9812 2.1 -0.8 -0.7
C 2.5268 1.0240 2.9580 1.0 1.6 1.7
H 1.6532 0.6187 -0.1820 -0.5 0.0 -0.8
H -2.2571 -1.2621 4.4245 -1.3 -1.2 -1.3
H 3.5187 2.1638 0.5751 -0.3 -0.2 0.1
H 1.3352 -0.3529 -2.1150 0.0 -1.7 -1.2
O -2.7689 -1.4989 3.5789 1.7 -7.6 8.8
H 0.7854 2.6210 0.1063 -0.2 0.7 -0.4
H 2.0295 -1.2296 1.8347 -0.3 0.3 -0.3
H -3.0783 -2.1280 -2.2394 0.3 -0.5 -0.4
C 0.2287 1.9150 -0.5102 0.8 -0.9 0.2
C -4.0520 -0.2290 -1.9808 -0.3 -0.4 0.7
H -1.3567 1.1681 2.5046 0.0 0.7 -0.4
H -4.3613 -0.9067 -1.1725 -0.6 0.0 -0.4
H -0.3245 2.3551 -1.3585 0.5 -0.2 0.6
H 2.2731 0.3048 3.7553 0.2 0.0 -0.3
```
Forces are in eV/Å.

The structure (SMILES) is NC(N)=O.CC(C)O.CC(C)O.CC(C)O.CO. For the gap between HOMO and LUMO, the calculation gives 8.64 eV. Its HOMO energy is -8.7 eV. The maximum force is 11.76 eV Å⁻¹. Its relative energy (zero: lowest compared OMol25 entry of this formula, charge and spin) is 489.71 kJ/mol. The multiplicity is 1.

Results of the natural (NBO) charge analysis, in e, for atoms 1 through 6: -0.6761, -0.7624, 0.3700, 0.1164, 0.1071, 0.2197

=====

Record 3
Here is a 3-piece molecular cluster, C11H32N4O2PS overall from the OMol25 dataset. Energies are from wB97M-V/def2-TZVPD.

The geometry in XYZ format:
```
51
Properties=species:S:1:pos:R:3:forces:R:3
H 1.8502 -3.8012 -1.9740 0.1 0.0 0.0
C -0.2316 1.6622 -1.1412 0.4 1.2 -1.1
H -3.6954 2.0432 0.0813 -0.1 0.0 0.0
H 2.9946 -2.3636 -0.2344 -0.1 0.0 0.0
H 0.7578 -2.3943 -4.8970 0.0 0.0 0.0
H 4.9027 -1.7579 -1.5091 0.0 0.0 0.0
H 0.2934 -1.9155 4.2737 0.0 0.0 0.0
N -2.5434 1.7753 -1.6421 0.6 -1.9 0.9
H 2.5017 0.7763 3.3377 0.1 0.0 0.1
H -0.6900 3.9492 0.0891 0.0 0.0 0.1
H -4.5632 4.0311 -1.5262 0.2 -0.1 -0.1
H -1.8195 -1.1184 2.2901 0.0 0.0 0.0
P -5.1196 2.7576 -1.7021 -0.9 -0.1 0.2
H -2.3990 3.7621 0.4100 -0.2 0.1 -0.1
H 0.8116 -2.7833 -0.9798 0.0 0.0 0.0
N 2.4621 -0.5413 -1.0878 -0.2 0.0 0.1
C 1.5371 -2.4595 -4.1390 -0.1 0.1 0.0
O 0.9348 -2.1814 -2.8857 0.0 0.0 0.0
H 1.9643 -3.4656 -4.1607 0.0 0.0 0.0
C -0.1784 0.6941 2.9404 0.1 0.3 0.0
C -1.5461 2.3578 -1.0549 -0.4 0.3 0.0
H -1.2310 0.7915 3.2420 0.0 -0.1 0.0
C 0.6904 0.2217 4.1136 0.0 -0.3 0.0
H -0.2492 0.7986 -0.4765 -0.1 0.0 0.0
H -1.8188 4.4320 -1.1556 -0.2 0.0 0.0
C 2.7752 -1.9677 -1.2307 0.1 0.1 -0.2
C -1.6392 3.6947 -0.3728 0.2 -0.5 0.7
H 0.7164 1.0480 4.8302 0.0 0.0 0.0
C 0.1273 -0.9975 4.8376 -0.1 0.0 0.1
N 2.0680 -0.0612 3.7149 -0.1 0.2 -0.2
C -0.8743 -1.2729 1.7605 0.1 0.0 -0.1
H -1.0866 -1.5224 0.7189 0.0 0.0 0.0
H 4.2191 -3.1588 -2.3341 0.0 0.0 0.0
H 0.5689 2.3389 -0.8507 0.1 -0.1 0.1
H 3.9864 -1.5324 -2.9884 0.0 0.0 0.0
H 1.6823 -0.4474 -0.4409 0.1 0.0 0.1
S -6.8231 2.3707 -0.9795 0.0 0.1 0.1
H 2.0525 -0.7097 2.9328 0.0 -0.1 0.1
H 2.0934 -0.2251 -1.9811 0.1 0.0 0.0
N -3.7965 1.7673 -0.9007 -0.1 1.5 -1.0
H -0.0359 1.3823 -2.1781 -0.1 -0.5 0.1
C 4.0399 -2.1157 -2.0690 0.1 -0.1 0.0
H -0.9444 -0.8945 5.0204 0.0 0.0 0.0
H 0.1673 1.6896 2.6453 0.0 0.0 -0.1
O -0.0788 -0.0978 1.7651 -0.2 0.0 -0.1
H 2.3136 -1.7319 -4.3855 0.1 -0.1 0.0
C 1.5749 -2.7602 -1.7640 -0.1 -0.1 0.2
H -4.8703 2.3698 -3.0226 0.4 0.1 0.0
H -0.3481 -2.1195 2.2034 -0.1 0.0 0.1
H -4.1255 0.8000 -0.9426 0.1 -0.1 0.1
H 0.6216 -1.1174 5.7998 0.0 0.0 0.0
```
Forces are in eV/Å.

The net charge is +1. For the gap between HOMO and LUMO, the calculation gives 7.41 eV. Its HOMO energy is -11.4 eV. The maximum force is 2.22 eV Å⁻¹. The multiplicity is 1.

Results of the natural (NBO) charge analysis, in e, for atoms 1 through 6: 0.1732, -0.6901, 0.4306, 0.1910, 0.1912, 0.2261

=====

Record 4
Here is a 7-piece molecular cluster, C11H33N13O10 overall from the OMol25 dataset. Energies are from wB97M-V/def2-TZVPD.

The geometry in XYZ format:
```
67
Properties=species:S:1:pos:R:3:forces:R:3
H 3.1861 1.6017 6.6040 0.0 0.0 0.0
N 2.6316 1.2875 5.8316 0.0 0.0 -0.2
O 1.5360 1.6957 3.8862 -0.1 0.0 0.0
C 1.1310 -5.5001 0.0025 0.0 0.1 0.1
C 1.3359 -1.5497 -2.3211 0.4 0.0 0.0
H 0.3541 -0.6098 0.0351 -0.1 0.0 -0.1
H -0.9260 -5.1803 -0.0859 0.1 0.2 0.1
H 4.9378 5.2216 -2.6401 0.0 0.0 0.0
O -1.1999 -0.6330 1.3712 -0.1 -0.1 -0.1
H 1.8889 3.4602 -2.7681 0.0 -0.1 -0.1
N 0.9568 -6.3977 1.0246 0.0 0.0 -0.1
H 0.0528 -6.6189 1.4000 0.0 0.1 0.0
H 2.3357 0.3313 5.7975 0.0 0.0 0.0
H 4.2052 3.6539 -2.5972 0.0 0.0 0.0
H 2.3036 4.0105 4.1626 -0.1 0.1 0.1
H 0.0409 3.1907 3.8594 0.0 -0.1 -0.1
O 2.2405 -5.2116 -0.4305 -0.1 0.0 0.0
N -3.7239 -3.4598 1.5726 0.0 -0.1 0.1
H -1.1682 1.2597 -7.8062 0.0 0.0 0.0
H 1.7760 -6.8270 1.4076 0.0 0.0 0.0
O -0.0980 0.1391 -5.8741 0.0 0.0 0.0
N -1.7407 0.5588 -7.3764 0.0 0.0 0.0
H -2.4678 5.6961 4.0842 0.0 0.0 0.0
H -4.5409 -6.2254 0.1609 0.0 0.0 0.0
H 3.1261 3.7936 5.6574 -0.1 0.0 0.1
N -4.6475 -5.2984 0.5255 0.0 0.0 0.1
C -0.6702 4.8742 4.7805 -0.1 -0.3 -0.2
N 2.6259 3.3975 4.8860 0.5 -0.2 -0.2
C -3.5490 -4.7168 1.0927 0.0 -0.1 -0.2
H 0.2689 -2.0379 1.1073 0.0 -0.1 -0.1
N -2.0229 -1.0506 -5.7361 0.1 0.0 -0.1
C 2.9116 5.2872 -2.8192 0.0 0.0 0.0
O -1.0889 -2.0423 -0.4140 -0.2 0.1 -0.1
C -0.3196 -1.3179 0.5331 0.0 0.2 0.4
H 0.3767 0.3421 2.3491 0.0 0.0 0.0
H 0.9282 4.8872 -2.9716 0.0 0.0 0.0
H -4.5869 -2.9575 1.5000 0.0 0.0 -0.1
C 1.2223 -0.1678 -2.9028 0.3 0.7 0.3
O 0.0982 -2.2731 -2.3144 -0.3 0.1 -0.1
C -1.2145 -0.1046 -6.3017 -0.2 0.0 0.1
C -0.9502 -1.6515 -1.6983 -0.6 1.0 -0.6
H 0.5611 -0.0461 -3.7584 0.1 0.0 -0.1
H 0.0678 -4.2678 -1.1986 0.0 0.0 0.0
N 4.1165 4.6494 -2.6656 0.0 0.0 0.0
H -1.6734 -1.5324 -4.9286 0.0 0.1 0.1
N -0.0180 -4.9474 -0.4642 0.0 -0.1 -0.1
N -0.6912 3.8853 3.8321 0.0 0.2 0.1
O 2.8258 6.4997 -2.9160 0.0 0.0 0.0
C 2.2343 2.1060 4.8134 -0.1 0.1 0.2
H 2.4352 0.5836 -1.6496 0.0 0.0 0.0
N -1.7229 5.7493 4.7512 0.1 0.0 0.0
H 1.7653 -1.5001 -1.3155 0.0 -0.1 0.0
H -1.2427 0.9060 2.7186 -0.1 -0.1 0.0
H -2.9447 -1.2590 -6.0668 0.0 0.0 0.0
C -0.6061 0.5398 1.9187 0.2 0.0 0.0
N 1.8705 0.8414 -2.4623 -0.4 -0.5 -0.2
H -0.5187 1.3108 1.1476 0.1 0.0 0.0
H -5.5370 -4.8438 0.4555 0.0 0.0 0.0
H 2.0162 -2.1517 -2.9235 -0.1 0.0 -0.1
N 1.8260 4.4600 -2.8538 0.1 0.0 0.1
H -1.7280 6.4823 5.4340 0.0 0.0 0.0
O 0.2285 4.9584 5.6004 -0.1 0.2 0.1
H -2.9226 -2.9861 1.9436 0.1 0.1 0.0
H -2.6543 0.3789 -7.7446 0.0 0.0 0.0
H -1.4156 3.7988 3.1457 0.0 0.0 0.0
O -1.7004 -0.8988 -2.2717 0.9 -1.1 0.7
O -2.4713 -5.3008 1.1498 -0.1 0.0 0.0
```
Forces are in eV/Å.

The structure (SMILES) is [H]/N=C\COC(=O)OCOC.NC(N)=O.NC(N)=O.NC(N)=O.NC(N)=O.NC(N)=O.NC(N)=O. For the gap between HOMO and LUMO, the calculation gives 9.73 eV. Its HOMO energy is -9.3 eV. The maximum force is 1.52 eV Å⁻¹. The multiplicity is 1.

Results of the natural (NBO) charge analysis, in e, for atoms 1 through 6: 0.3914, -0.8394, -0.7250, 0.7713, -0.1466, 0.1436

=====

Record 5
Here is C11H34BrCoN8O5 as an isolated structure from the OMol25 dataset. Energies are from wB97M-V/def2-TZVPD.

The geometry in XYZ format:
```
60
Properties=species:S:1:pos:R:3:forces:R:3
C -0.6382 3.0920 2.9216 -0.4 0.1 -0.1
C 2.3393 2.6273 -2.8157 0.3 -0.1 -0.4
H 3.0527 1.9645 -3.3174 0.0 -0.1 0.2
H -0.1777 2.4663 -5.2504 -0.3 0.3 0.5
H 0.5811 -2.8419 3.9319 -0.1 0.1 0.0
H 0.5052 0.7857 -2.1542 0.2 -0.1 -0.1
H 1.2361 -1.2369 4.1813 -0.3 0.3 0.1
H -3.6487 -3.3263 5.3112 0.3 -0.1 -0.1
N 1.0141 -3.4252 0.4572 -0.2 -0.2 -1.0
O 3.6544 -2.9316 -3.2353 0.1 -0.4 -0.1
N -0.1446 4.1729 3.6061 0.5 -0.4 0.0
H 0.7018 5.2108 -3.4738 -0.1 -0.1 0.0
H 0.4788 5.9131 -5.0621 -0.2 0.0 -0.1
H 1.4421 2.0105 -5.3668 0.4 0.5 0.0
H 0.6665 -2.4853 0.5517 0.1 -0.1 0.4
H -0.6978 4.7099 -4.4307 0.0 -0.1 -0.3
H -0.4677 -4.0180 -2.3460 0.0 -0.1 0.0
H -1.9036 -1.5168 2.2789 0.0 -0.1 0.0
H 2.6993 3.6311 -3.0371 -0.3 0.1 0.0
H 2.9571 -2.3083 -0.8995 0.0 0.0 -0.1
N -0.2528 -3.5673 -1.4749 0.0 0.0 -0.3
O 1.1774 4.0248 -5.1112 -0.1 -0.1 -0.1
H -1.7249 -3.0292 3.1595 0.2 0.0 0.3
H 1.9039 -1.0241 -1.3390 -0.2 -0.1 -0.3
C -3.2807 -2.3006 5.3587 -0.7 0.2 -0.5
Co -2.6590 0.0561 -0.8726 1.0 0.0 0.7
N -4.2893 -1.9771 3.1020 -0.3 0.3 0.2
C 0.4580 -1.7840 3.6523 0.5 -1.0 -0.1
H 0.2505 2.9385 -2.7341 -0.2 -0.1 -0.2
H -0.2721 0.6902 -3.5207 0.1 0.1 -0.2
H 2.2161 -1.6726 -4.8189 0.1 0.0 -0.1
H -0.5268 5.0842 3.4427 -0.2 0.0 -0.1
H 0.6693 -1.7404 2.5767 -0.1 0.3 0.0
H -4.2200 -1.4645 2.2276 0.2 0.0 0.0
H -2.3124 -2.2274 5.8449 0.0 -0.1 0.2
H -0.5542 -2.6206 -1.3237 -0.1 0.0 0.1
H -0.1581 1.1132 2.5528 -0.3 0.1 -0.1
N 0.1283 1.9593 3.0073 0.6 0.3 0.3
C 0.8042 2.7201 -4.8146 0.2 -1.2 -0.6
H -4.0215 -1.7401 5.9351 0.1 -0.1 0.2
C 0.7363 -4.1218 -0.7102 0.2 -0.1 1.0
H 1.6132 -0.5089 -3.5844 0.1 0.5 -0.3
C -1.8568 -1.9464 3.2975 -0.5 -0.1 -1.0
H 2.3721 2.4914 -1.7342 0.1 -0.1 0.0
H -3.0809 -0.5699 4.2281 -0.3 0.1 -0.4
N 0.6617 0.9013 -3.1613 -0.7 -0.1 0.5
C 2.7722 -2.0505 -2.9031 -1.0 1.5 0.2
C -3.1810 -1.6408 3.9787 1.1 0.5 0.9
H -5.1311 -1.6049 3.5371 -0.1 -0.3 -0.1
H 1.8009 -3.7823 0.9684 -0.1 0.1 0.3
C 0.3545 4.9954 -4.4924 0.4 0.5 0.3
N 2.2007 -1.3341 -3.8703 0.3 -1.0 0.5
C 0.9414 2.3469 -3.3480 0.2 0.4 0.4
O -1.7021 3.1245 2.3300 -0.2 -0.1 -0.2
H 0.7655 4.1085 4.0259 -0.1 0.2 0.1
H 1.1086 2.0536 3.2090 -0.1 -0.1 0.1
N 2.4978 -1.7895 -1.6329 0.8 -0.4 0.0
O 1.3152 -5.1583 -0.9682 -0.1 0.1 -0.4
Br -0.3656 -0.1294 0.1429 -0.9 0.0 -0.8
O -0.8087 -1.3168 3.9870 -0.1 0.2 0.4
```
Forces are in eV/Å.

The net charge is +1. For the gap between HOMO and LUMO (spin up / spin down), the calculation gives 6.59 / 3.63 eV. Its HOMO energy (spin up / spin down) is -11.4 / -11.4 eV. The maximum force is 1.84 eV Å⁻¹. Its relative energy (zero: lowest compared OMol25 entry of this formula, charge and spin) is 0.00 kJ/mol. Its expectation value of S² is 3.76. The multiplicity is 4.

Results of the natural (NBO) charge analysis, in e, for atoms 1 through 6: 0.7741, -0.6249, 0.2062, 0.1646, 0.1736, 0.3928